Here is a molecular structure, C3H5NS2 in a non-equilibrium geometry from OMol25. Energies are from ωB97M-V/def2-TZVPD.

The geometry in XYZ format:
```
11
Properties=species:S:1:pos:R:3:forces:R:3:lowdin_charge:R:1
C 0.015 0.226 0.351 -7.205 -1.364 4.779 -0.771
C 1.259 -0.334 0.245 8.391 -0.908 -3.654 -0.476
C -0.785 -0.937 -0.147 -1.766 -2.954 1.468 -1.007
H -0.257 1.373 -1.407 -0.065 -0.709 2.614 0.146
H -1.376 1.506 -0.027 2.517 -0.078 -1.343 0.120
H -0.663 0.184 1.497 2.823 0.715 -2.578 0.226
H 1.653 0.072 -0.804 -0.482 -0.548 1.934 0.126
H 2.243 -0.289 0.807 -1.801 0.232 0.300 0.115
N -0.341 1.317 -0.326 -3.204 6.104 -2.313 0.012
S 0.696 -1.977 -0.190 -1.551 -0.513 -0.159 0.909
S -2.446 -1.142 0.002 2.344 0.022 -1.048 0.600
```
Forces are in eV/Å.

Output
**Gap between HOMO and LUMO**: 8.135 eV
**Energy relative to the best compared isomer or geometry (same formula, charge and spin)**: 87.1 kcal/mol
**HOMO level**: -8.68 eV
**E_LUMO**: -0.54 eV
**E_tot**: -968.30629 Eh

Here is a single C3H5NS2 molecule in a non-equilibrium geometry from OMol25. Energies are from ωB97M-V/def2-TZVPD.

The geometry in XYZ format:
```
11
Properties=species:S:1:pos:R:3:forces:R:3:lowdin_charge:R:1
C 0.932 0.207 0.348 0.198 -1.449 -1.249 -0.083
C 0.408 -1.193 0.025 -3.151 2.998 0.201 -0.850
S 1.182 -2.524 0.027 1.563 -2.764 0.037 0.805
N -1.112 -1.229 -0.267 2.885 1.608 0.119 -0.078
C -2.051 -0.253 -0.522 -0.904 -2.132 1.086 -0.710
S -3.620 -0.516 -0.091 0.518 0.287 -0.229 0.608
H 0.024 0.697 0.433 -1.269 2.012 0.337 0.024
H 1.445 0.494 -0.563 0.122 0.499 -0.112 0.086
H 1.584 0.427 1.195 -0.135 -0.851 -0.004 0.093
H -1.453 -2.020 0.218 -0.796 -0.926 0.163 0.061
H -1.845 0.615 -1.091 0.968 0.719 -0.349 0.045
```
Forces are in eV/Å.

Output
**SMILES**: CC(=S)NC=S
**Gap between HOMO and LUMO**: 8.088 eV
**Energy relative to the best compared isomer or geometry (same formula, charge and spin)**: 37.8 kcal/mol
**HOMO level**: -8.77 eV
**E_LUMO**: -0.68 eV
**E_tot**: -968.38483 Eh

Here is a single C3H5NS2 molecule in a non-equilibrium geometry from OMol25. Energies are from ωB97M-V/def2-TZVPD.

The geometry in XYZ format:
```
11
Properties=species:S:1:pos:R:3:forces:R:3:lowdin_charge:R:1
C -2.189 -1.426 0.116 1.091 0.431 0.169 -0.098
C -1.339 -0.389 0.443 1.006 -3.919 1.859 -0.703
S -1.031 1.069 -0.341 0.365 1.523 -0.568 0.867
C 0.620 1.350 0.324 -0.330 1.458 -0.645 -0.592
N 1.609 0.564 0.348 -0.674 1.718 0.604 -0.467
S 1.525 -0.964 -0.239 0.952 -1.119 -0.456 0.765
H -2.927 -1.340 -0.815 1.687 -0.438 2.390 0.094
H -1.982 -2.410 0.741 -1.091 2.148 -1.597 0.090
H -0.449 -0.523 1.273 -2.884 -0.175 -1.736 0.083
H 0.758 2.433 0.549 0.137 -0.967 0.161 0.077
H 2.875 -0.989 -0.206 -0.260 -0.660 -0.180 -0.114
```
Forces are in eV/Å.

Output
**SMILES**: C=CS/C=N\S
**Gap between HOMO and LUMO**: 9.117 eV
**Energy relative to the best compared isomer or geometry (same formula, charge and spin)**: 69.0 kcal/mol
**HOMO level**: -8.52 eV
**E_LUMO**: 0.59 eV
**E_tot**: -968.33520 Eh

Here is a single C3H5NS2 molecule in a non-equilibrium geometry from OMol25. Energies are from ωB97M-V/def2-TZVPD.

The geometry in XYZ format:
```
11
Properties=species:S:1:pos:R:3:forces:R:3:lowdin_charge:R:1
S 1.601 -1.951 -0.108 0.555 -0.182 0.079 0.648
C 0.769 -0.569 -0.215 -1.052 -1.267 -0.498 -0.929
C 0.952 0.893 0.012 -0.115 0.516 0.756 -0.116
C -0.602 0.995 -0.070 0.308 -0.442 -0.373 -0.158
N -0.580 -0.439 -0.381 -0.289 -0.487 -0.122 -0.504
S -1.855 -1.597 -0.080 1.169 0.298 -0.116 0.766
H 1.530 1.461 -0.709 0.042 -0.070 -0.050 0.113
H 1.365 0.997 1.026 -0.154 0.386 -0.337 0.122
H -1.024 1.609 -0.860 -0.002 0.087 -0.014 0.111
H -1.137 1.089 0.845 -0.211 0.761 0.885 0.095
H -1.019 -2.489 0.541 -0.252 0.399 -0.208 -0.148
```
Forces are in eV/Å.

Output
**SMILES**: S=C1CCN1S
**Gap between HOMO and LUMO**: 9.160 eV
**Energy relative to the best compared isomer or geometry (same formula, charge and spin)**: 35.5 kcal/mol
**HOMO level**: -8.58 eV
**E_LUMO**: 0.58 eV
**E_tot**: -968.38854 Eh

Question: What is the formula in the first record?
Answer: C3H5NS2